1.
A structure of composition C42H48FGe2N5NiO6P, computed with ωB97M-V with the def2-TZVPD basis set.

CARTESIAN COORDINATES (ANGSTROEM)
Ni -0.786 -0.235 -0.124
O -4.244 -0.867 1.719
C -3.343 -0.283 1.137
O -2.728 -0.717 0.097
C -2.899 1.112 1.664
P -1.700 1.797 0.447
C -0.516 2.897 1.282
C 0.180 2.442 2.403
C 1.229 3.185 2.921
C 1.609 4.375 2.319
C 0.930 4.826 1.197
C -0.119 4.088 0.676
C -2.866 2.918 -0.404
C -3.336 4.047 0.267
C -4.354 4.805 -0.283
C -4.921 4.439 -1.497
C -4.460 3.315 -2.163
C -3.437 2.553 -1.617
H -2.431 0.983 2.637
H -3.775 1.748 1.772
H -0.083 1.497 2.861
H 1.760 2.825 3.793
H 2.440 4.945 2.714
H 1.231 5.749 0.717
H -0.630 4.443 -0.212
H -2.914 4.319 1.227
H -4.726 5.674 0.246
H -5.728 5.025 -1.918
H -4.911 3.020 -3.102
H -3.093 1.651 -2.111
F -5.054 -1.093 5.507
C -3.742 -1.003 5.271
C -3.142 -1.868 4.443
N -1.785 -1.854 4.231
C -1.166 -2.644 3.173
C -0.809 -1.817 1.912
O -0.697 -2.421 0.821
O -0.650 -0.575 2.030
C -0.966 -0.973 4.917
O 0.246 -1.041 4.903
N -1.638 -0.029 5.659
C -3.014 0.082 5.897
O -3.460 0.998 6.548
H -3.715 -2.610 3.909
H -1.834 -3.447 2.872
H -0.236 -3.057 3.563
H -1.055 0.650 6.127
C 2.251 -3.583 2.192
Ge 2.920 -1.763 1.750
C 4.759 -2.034 1.012
C 3.064 -0.766 3.452
Ge 1.659 -0.518 -0.093
C 2.634 1.231 -0.192
C 2.228 2.227 -1.079
C 2.968 3.388 -1.248
C 4.125 3.582 -0.510
C 4.524 2.619 0.406
C 3.784 1.456 0.559
C 2.481 -1.404 -1.687
C 2.910 -0.685 -2.802
C 3.487 -1.327 -3.889
C 3.654 -2.705 -3.879
C 3.226 -3.437 -2.780
C 2.635 -2.792 -1.704
H 2.107 -3.647 3.271
H 2.980 -4.336 1.893
H 1.306 -3.791 1.697
H 5.116 -3.017 1.318
H 5.438 -1.276 1.401
H 4.761 -1.983 -0.075
H 3.675 -1.367 4.129
H 2.086 -0.619 3.901
H 3.539 0.206 3.322
H 1.313 2.092 -1.647
H 2.640 4.144 -1.951
H 4.719 4.477 -0.647
H 5.425 2.764 0.990
H 4.120 0.706 1.264
H 2.812 0.394 -2.815
H 3.815 -0.747 -4.744
H 4.130 -3.202 -4.714
H 3.356 -4.512 -2.761
H 2.298 -3.374 -0.851
C -2.030 -3.977 -3.673
C -1.389 -3.984 -2.297
N -0.933 -2.653 -1.938
C -0.930 -1.567 -2.737
N -0.711 -0.377 -2.199
C -0.568 0.761 -3.091
C -1.435 0.621 -4.331
C -1.038 -0.670 -5.020
N -1.110 -1.765 -4.069
C -1.178 -3.119 -4.593
H -3.032 -3.550 -3.625
H -2.099 -4.994 -4.056
H -0.536 -4.670 -2.287
H -2.103 -4.324 -1.545
H -0.844 -2.484 -0.944
H 0.480 0.853 -3.406
H -0.831 1.667 -2.540
H -1.295 1.475 -4.994
H -2.487 0.572 -4.041
H -0.023 -0.589 -5.428
H -1.716 -0.892 -5.847
H -0.170 -3.541 -4.690
H -1.630 -3.070 -5.584

⟨S²⟩: 3.760
Calculated total energy: -230152.5876 eV
Largest force on an atom: 3.1 eV/A
Gap between HOMO and LUMO (spin up / spin down): 0.28964 / 0.22262 Ha
Multiplicity: 4


2.
A cluster of 2 separate species, C2H3F3O in total, computed with ωB97M-V with the def2-TZVPD basis set.

CARTESIAN COORDINATES (ANGSTROEM)
C 0.515 0.247 -0.256
C -0.657 0.117 0.491
H 1.449 -1.265 -0.975
H 0.284 1.523 -0.476
H 1.391 0.112 0.364
O 0.189 -0.884 -1.204
F -0.613 -0.912 1.284
F -1.601 -0.122 -0.514
F -0.957 1.183 1.285

Calculated total energy: -12318.5372 eV
Largest force on an atom: 9.9 eV/A
Energy relative to the best compared isomer or geometry (same formula, charge and spin): 409.3 kJ/mol
Gap between HOMO and LUMO: 0.40689 Ha
Multiplicity: 1


3.
A cluster of 5 separate species, C2H11NO6 in total, computed with ωB97M-V with the def2-TZVPD basis set.

CARTESIAN COORDINATES (ANGSTROEM)
O -2.509 -0.102 1.801
C -2.278 0.605 0.857
N -1.630 0.110 -0.278
C -0.787 -0.992 -0.278
O -0.756 -1.905 0.502
H -2.561 1.663 0.792
H -1.640 0.645 -1.135
H -0.170 -0.993 -1.187
O 0.397 0.270 2.216
H -0.416 0.019 2.678
H 0.911 -0.547 2.217
O 1.834 -1.697 0.174
H 2.771 -1.831 0.017
H 1.327 -2.503 0.323
O 1.780 1.321 -0.361
H 1.172 1.168 0.390
H 2.091 0.410 -0.437
O -0.230 1.379 -2.933
H 0.034 1.778 -2.088
H 0.660 1.204 -3.271

Calculated total energy: -16027.8629 eV
Largest force on an atom: 1.2 eV/A
SMILES: O=CNC=O.O.O.O.O
Gap between HOMO and LUMO: 0.38205 Ha
Multiplicity: 1


4.
A cluster of 2 separate species, C16H17NO in total, computed with ωB97M-V with the def2-TZVPD basis set.

CARTESIAN COORDINATES (ANGSTROEM)
C 0.971 -0.173 3.131
C -0.285 -0.900 2.796
C -0.999 -1.819 3.623
N -2.127 -2.184 3.010
C -2.234 -1.618 1.715
C -3.303 -1.539 0.915
C -3.332 -0.675 -0.113
C -2.209 0.188 -0.282
C -1.130 0.001 0.536
C -1.000 -0.797 1.646
H 1.240 -0.205 4.145
H 1.048 0.892 2.810
H 1.859 -0.642 2.547
H -0.835 -2.016 4.770
H -2.387 -3.101 2.981
H -4.169 -2.105 1.208
H -4.167 -0.888 -0.816
H -2.002 0.894 -1.200
H -0.205 0.636 0.250
C 1.742 3.406 -2.303
C 1.599 2.015 -2.071
C 2.560 1.222 -1.474
C 2.502 -0.182 -1.436
C 1.424 -0.809 -2.090
O 1.348 -2.104 -2.456
C 0.414 -0.010 -2.574
C 0.411 1.319 -2.533
H 1.788 4.015 -1.355
H 1.034 3.982 -2.873
H 2.740 3.597 -2.747
H 3.516 1.640 -1.016
H 3.256 -0.621 -0.888
H 1.694 -2.649 -1.757
H -0.279 -0.695 -3.237
H -0.479 1.925 -2.862

Calculated total energy: -20402.5514 eV
Largest force on an atom: 6.4 eV/A
SMILES: Cc1c[nH]c2ccccc12.Cc1ccc(O)cc1
Energy relative to the best compared isomer or geometry (same formula, charge and spin): 316.0 kJ/mol
Gap between HOMO and LUMO: 0.30515 Ha
Multiplicity: 1


5.
A structure of composition C20H14N5OOsS2, computed with ωB97M-V with the def2-TZVPD basis set.

CARTESIAN COORDINATES (ANGSTROEM)
Os -0.208 0.906 0.321
C 2.427 -1.384 1.465
C 0.938 -1.368 1.449
N 0.304 -1.291 0.284
N -0.800 -1.959 0.057
C -1.778 -1.443 -0.656
S -1.891 0.218 -1.159
S -3.106 -2.453 -1.078
C -2.325 -4.116 -1.184
C -1.936 -4.301 -2.622
C -0.705 -3.839 -3.083
C -0.356 -4.002 -4.413
C -1.242 -4.605 -5.296
C -2.475 -5.055 -4.844
C -2.828 -4.894 -3.514
C 0.157 -1.447 2.666
C 0.510 -2.264 3.745
C -0.285 -2.309 4.869
C -1.429 -1.510 4.945
C -1.768 -0.656 3.919
C -0.974 -0.586 2.770
O -1.216 0.341 1.850
H 2.763 -2.423 1.391
H 2.809 -0.968 2.394
H 2.841 -0.845 0.614
H -3.082 -4.828 -0.863
H -1.480 -4.128 -0.502
H -0.017 -3.357 -2.397
H 0.607 -3.657 -4.765
H -0.971 -4.719 -6.337
H -3.162 -5.532 -5.530
H -3.793 -5.235 -3.158
H 1.379 -2.905 3.669
H -0.014 -2.952 5.693
H -2.049 -1.547 5.831
H -2.629 -0.003 3.983
N 0.912 1.726 -0.962
C 1.621 2.339 -1.681
C 2.432 3.046 -2.495
C 3.192 4.107 -1.929
N 3.789 4.964 -1.446
C 2.530 2.743 -3.879
N 2.621 2.492 -4.997

⟨S²⟩: 6.061
Calculated total energy: -54590.4855 eV
Largest force on an atom: 1.4 eV/A
Charge: +1
Gap between HOMO and LUMO (spin up / spin down): 0.23450 / 0.17830 Ha
Multiplicity: 5


6.
The ion C6H11BNO2S with charge +1, computed with ωB97M-V with the def2-TZVPD basis set.

CARTESIAN COORDINATES (ANGSTROEM)
N -0.861 -1.793 -0.108
C 0.283 -0.956 0.167
C 1.379 -1.146 -0.884
C 2.252 -0.127 -1.087
C 2.169 1.178 -0.438
C 0.952 1.526 0.086
C -0.225 0.505 0.108
S -1.088 0.666 -1.616
B -1.423 0.785 1.136
O -1.198 1.742 2.085
O -2.477 -0.077 1.162
H -1.648 -1.409 0.466
H -0.866 -2.907 0.041
H -1.190 -1.529 -1.007
H 0.730 -1.078 1.238
H 1.485 -2.107 -1.456
H 3.133 -0.193 -1.789
H 3.041 1.667 -0.748
H 0.689 2.472 0.418
H -0.187 0.734 -2.476
H -1.906 1.905 2.749
H -3.043 0.145 1.954

Calculated total energy: -23491.5579 eV
Largest force on an atom: 4.8 eV/A
SMILES: [NH3+][C@H]1C=CC=C[C@]1(S)B(O)O
Energy relative to the best compared isomer or geometry (same formula, charge and spin): 142.2 kJ/mol
Charge: +1
Gap between HOMO and LUMO: 0.32568 Ha
Multiplicity: 1


7.
A cluster of 2 separate species, C18H31N2O11 in total, computed with ωB97M-V with the def2-TZVPD basis set.

CARTESIAN COORDINATES (ANGSTROEM)
O 2.706 0.964 2.845
O -1.823 2.586 0.678
O 3.014 5.012 2.876
O -1.932 2.715 -1.523
O 0.327 -6.214 -2.706
O -3.194 -3.419 -0.883
O -1.839 -0.148 -3.593
O -1.112 -4.144 -1.675
O -2.264 -3.559 1.784
O 2.174 -4.240 0.054
O 0.331 -4.563 2.230
C 2.134 1.994 2.514
C -1.303 2.757 -0.446
C 2.621 5.147 1.719
N 2.586 6.350 1.129
N 2.526 2.616 1.401
C 0.975 2.496 3.349
C 2.993 7.592 1.782
C -3.719 -2.092 -1.061
C -1.253 -0.231 -2.308
C 0.946 -4.922 -2.672
C -1.784 -3.435 -0.627
C 0.214 2.974 -0.521
C -3.527 -1.601 -2.499
C -2.789 -0.265 -2.557
C 0.327 -4.085 -1.545
C -1.500 -4.130 0.708
C 0.805 -4.592 -0.165
C -0.005 -3.960 0.975
C 0.688 4.063 0.455
C 2.171 3.947 0.859
H -0.638 -6.082 -2.625
H -3.205 -3.525 1.528
H 2.372 -4.389 0.999
H -0.298 -4.228 2.899
H 2.221 6.402 0.191
H 3.264 2.123 0.929
H 1.083 3.556 3.557
H 0.954 1.947 4.288
H 0.046 2.316 2.809
H 2.818 8.441 1.121
H 2.421 7.723 2.702
H 4.053 7.541 2.038
H -3.258 -1.392 -0.353
H -4.790 -2.107 -0.835
H -0.700 -1.148 -2.101
H -0.743 0.659 -1.944
H 0.782 -4.412 -3.626
H 2.027 -5.020 -2.529
H -1.398 -2.413 -0.567
H 0.521 3.254 -1.532
H 0.694 2.021 -0.289
H -2.984 -2.346 -3.090
H -4.510 -1.472 -2.961
H -3.387 0.619 -2.303
H 0.660 -3.048 -1.662
H -1.744 -5.194 0.617
H 0.687 -5.680 -0.118
H 0.224 -2.889 1.022
H 0.522 5.029 -0.025
H 0.083 4.061 1.358
H 2.728 4.043 -0.071

Calculated total energy: -44672.2556 eV
Largest force on an atom: 2.4 eV/A
Charge: -1
Gap between HOMO and LUMO: 0.26740 Ha
Multiplicity: 1


8.
A structure of composition C20H44BrF3N2O12P3S, computed with ωB97M-V with the def2-TZVPD basis set.

CARTESIAN COORDINATES (ANGSTROEM)
C -2.499 -4.424 1.010
C -1.248 -3.895 1.752
C -1.344 -2.377 1.906
C -1.342 -1.639 0.546
C -0.418 -0.394 0.542
C 0.859 -0.564 -0.277
Br 0.396 -0.903 -2.139
C 1.752 0.762 0.023
P 2.190 1.694 -1.567
N 2.082 3.375 -1.194
O 3.790 1.474 -1.884
C 2.910 0.296 0.896
C 3.504 1.221 1.967
C 2.392 2.130 2.523
C 2.392 2.232 4.048
O 1.393 1.448 3.179
N 2.694 -1.127 1.259
O 1.796 -1.248 2.360
C 3.920 -1.913 1.696
O 3.504 -3.027 2.426
C 4.074 -3.132 3.660
F 3.998 -1.984 4.363
F 3.391 -4.063 4.330
F 5.347 -3.535 3.596
C 1.882 -1.700 0.182
S 2.819 -2.198 -1.295
H -2.818 -5.388 1.405
H -2.303 -4.506 -0.057
H -3.345 -3.752 1.169
H -0.372 -4.111 1.132
H -1.171 -4.399 2.714
H -0.585 -1.973 2.577
H -2.303 -2.147 2.378
H -0.988 -2.311 -0.240
H -2.350 -1.321 0.297
H -0.942 0.475 0.141
H -0.158 -0.136 1.569
H 1.005 1.427 0.459
H 1.504 3.508 -0.366
H 3.024 3.694 -0.966
H 3.890 0.969 -2.695
H 3.740 0.223 0.169
H 4.270 1.890 1.586
H 3.801 0.706 2.880
H 2.141 3.033 1.976
H 1.602 2.790 4.527
H 2.828 1.373 4.541
H 2.152 -0.742 3.111
H 4.640 -1.274 2.199
H 4.400 -2.291 0.794
H 1.317 -2.594 0.430
H 2.222 -3.361 -1.601
C 0.334 8.890 1.280
O -0.880 8.141 1.288
P -0.814 6.528 0.952
O 0.655 6.277 0.928
O -1.422 6.755 -0.545
C -2.431 7.749 -0.805
O -1.290 4.923 0.963
C -2.673 4.630 1.261
H 0.063 9.922 1.500
H 1.022 8.543 2.047
H 0.799 8.837 0.298
H -1.958 8.661 -1.164
H -3.024 7.972 0.079
H -3.088 7.361 -1.581
H -3.314 4.949 0.435
H -2.989 5.120 2.182
H -2.769 3.555 1.389
C -0.954 -3.586 -5.761
O -2.311 -3.748 -5.359
P -2.633 -3.970 -3.761
O -1.336 -3.721 -3.086
O -2.939 -5.560 -3.981
C -3.543 -6.055 -5.190
O -3.640 -3.919 -2.442
C -5.063 -3.844 -2.674
H -0.961 -3.478 -6.845
H -0.515 -2.689 -5.329
H -0.374 -4.466 -5.488
H -2.767 -6.399 -5.871
H -4.149 -5.299 -5.684
H -4.179 -6.897 -4.924
H -5.431 -4.790 -3.077
H -5.308 -3.032 -3.358
H -5.548 -3.653 -1.720

Calculated total energy: -165889.4182 eV
Largest force on an atom: 7.3 eV/A
Energy relative to the best compared isomer or geometry (same formula, charge and spin): 0.0 kJ/mol
Charge: +1
Gap between HOMO and LUMO: 0.27642 Ha
Multiplicity: 1


9.
A cluster of 2 separate species, C3H8O2S in total, computed with ωB97M-V with the def2-TZVPD basis set.

CARTESIAN COORDINATES (ANGSTROEM)
C 0.940 -2.121 0.133
C -2.498 1.575 -0.177
C 1.537 0.078 -0.268
O 1.925 -1.100 0.176
O -1.528 0.922 0.597
S 2.778 1.240 -0.173
H 1.364 -2.972 -0.402
H 0.039 -1.764 -0.373
H 0.697 -2.412 1.157
H -3.307 1.851 0.506
H -2.903 0.915 -0.959
H -2.103 2.484 -0.646
H -0.729 0.785 0.069
H 3.788 0.521 0.360

Calculated total energy: -18168.0988 eV
Largest force on an atom: 1.1 eV/A
Energy relative to the best compared isomer or geometry (same formula, charge and spin): 303.5 kJ/mol
Gap between HOMO and LUMO: 0.36829 Ha
Multiplicity: 1


10.
A structure of composition C13H37BeN2O4Si, computed with ωB97M-V with the def2-TZVPD basis set.

CARTESIAN COORDINATES (ANGSTROEM)
C -0.986 1.024 -4.068
Be 0.357 0.802 -3.121
N 2.602 1.303 -1.923
N 1.299 -0.641 -3.994
H 2.407 0.541 -1.228
H 1.437 1.856 -2.799
H -1.261 1.870 -3.399
H -1.650 0.236 -4.144
H -0.370 1.319 -4.926
H 1.521 -1.175 -3.090
H 2.122 -0.281 -4.425
H 0.734 -1.213 -4.672
H 3.292 1.092 -2.664
H 2.620 2.272 -1.554
C -1.761 -3.767 0.625
C -1.753 -2.244 0.655
C -2.776 -1.669 -0.314
C -2.007 -1.779 2.080
O -0.427 -1.838 0.227
Si -0.025 -0.263 -0.167
O -0.075 0.041 -1.751
O -1.026 0.689 0.745
C -1.151 2.135 0.732
C -1.867 2.582 -0.531
C -1.974 2.422 1.978
C 0.227 2.779 0.799
O 1.556 -0.073 0.351
C 2.125 -0.620 1.584
C 3.515 -0.013 1.699
C 1.257 -0.225 2.765
C 2.223 -2.133 1.469
H -2.749 -4.128 0.914
H -1.030 -4.186 1.325
H -1.541 -4.146 -0.384
H -3.758 -2.098 -0.100
H -2.847 -0.576 -0.196
H -2.498 -1.900 -1.345
H -3.004 -2.108 2.389
H -1.272 -2.201 2.771
H -1.982 -0.679 2.140
H -2.866 2.131 -0.595
H -1.998 3.671 -0.479
H -1.290 2.342 -1.432
H -1.474 2.040 2.876
H -2.110 3.501 2.086
H -2.965 1.950 1.899
H 0.764 2.476 1.704
H 0.826 2.541 -0.093
H 0.096 3.868 0.834
H 3.476 1.086 1.718
H 3.977 -0.356 2.623
H 4.153 -0.327 0.858
H 0.241 -0.644 2.679
H 1.712 -0.629 3.677
H 1.196 0.867 2.858
H 1.226 -2.589 1.394
H 2.805 -2.415 0.581
H 2.727 -2.521 2.360

Calculated total energy: -33535.8440 eV
Largest force on an atom: 3.4 eV/A
Energy relative to the best compared isomer or geometry (same formula, charge and spin): 138.1 kJ/mol
Charge: -1
Gap between HOMO and LUMO (spin up / spin down): 0.15491 / 0.15494 Ha
Multiplicity: 1


11.
A cluster of 2 separate species, C4H13N2O in total, computed with ωB97M-V with the def2-TZVPD basis set.

CARTESIAN COORDINATES (ANGSTROEM)
C 0.596 -1.201 1.021
C -0.177 0.061 1.386
C -1.506 0.194 0.631
C -2.258 0.720 -1.523
N -1.310 0.254 -0.829
N 1.019 -1.140 -0.430
H -0.030 -2.080 1.137
H 1.497 -1.306 1.621
H -0.477 -0.019 2.429
H 0.460 0.926 1.214
H -2.127 -0.657 0.825
H -2.013 1.090 0.985
H -3.171 1.093 -1.055
H -2.142 0.754 -2.598
H 1.736 -0.415 -0.586
H 1.342 -2.033 -0.790
H 0.170 -0.817 -0.943
H 2.864 1.791 -0.084
H 2.939 1.574 -1.617
O 2.589 1.210 -0.793

Calculated total energy: -9380.3050 eV
Largest force on an atom: 1.1 eV/A
Energy relative to the best compared isomer or geometry (same formula, charge and spin): 123.4 kJ/mol
Charge: +1
Gap between HOMO and LUMO: 0.41506 Ha
Multiplicity: 1


12.
The ion C8H5N2O4S with charge -1, computed with ωB97M-V with the def2-TZVPD basis set.

CARTESIAN COORDINATES (ANGSTROEM)
C 1.307 -2.159 -0.689
C -0.640 1.233 2.505
C 0.432 0.366 2.510
C -1.417 1.275 1.364
C 0.661 -0.470 1.427
C -1.117 0.556 0.221
C -0.080 -0.372 0.200
C 0.362 -1.113 -0.876
N 2.000 -3.057 -0.432
N 1.201 1.042 -2.379
O 0.495 -1.564 -3.437
O 1.401 2.210 -2.198
O -0.251 0.737 -2.446
O -1.673 -1.209 -2.400
S -0.281 -0.941 -2.418
H -1.008 1.605 3.516
H 1.030 0.181 3.420
H -2.381 1.869 1.316
H 1.591 -1.081 1.523
H -1.633 0.894 -0.729

Calculated total energy: -30379.9660 eV
Largest force on an atom: 3.7 eV/A
Energy relative to the best compared isomer or geometry (same formula, charge and spin): 437.6 kJ/mol
Charge: -1
Gap between HOMO and LUMO: 0.23302 Ha
Multiplicity: 1


What is the formula in the second record? C2H3F3O


The highest calculated total energy belongs to which entry? C4H13N2O